12
Properties=species:S:1:pos:R:3:forces:R:3:mulliken_charge:R:1 method="wB97M-V/def2-TZVPD" gap_ha=0.3000 e_above_lowest_kcal_mol=71.9 lumo_energy_ev=-1.807
C 0.524 0.933 -0.633 -0.3924 3.9013 -2.1792 0.504
C 0.921 0.212 0.521 -0.1693 -4.8578 2.8348 -0.316
C 0.261 -0.918 1.114 1.3328 0.7986 -1.5862 -0.400
C -1.179 -1.026 0.627 -1.8165 0.2897 1.7802 0.411
C -1.358 -0.447 -0.699 -1.1123 0.1044 -5.8854 0.163
H 2.026 2.476 -0.587 -2.6691 -2.0567 -0.8137 0.267
H 1.952 0.343 0.804 0.2342 0.1823 0.2243 0.302
H 0.840 -1.822 1.642 -1.5595 2.6541 -0.6637 0.282
H -2.175 -0.894 -1.487 1.3764 0.7872 2.8590 0.320
N 1.136 2.029 -1.103 -0.1858 -1.9209 1.5098 -0.590
N -0.683 0.426 -1.375 1.7614 0.2797 2.3015 -0.432
O -2.265 -1.313 1.176 3.1999 -0.1619 -0.3816 -0.511

12
Properties=species:S:1:pos:R:3:forces:R:3:mulliken_charge:R:1 method="wB97M-V/def2-TZVPD" gap_ha=0.3470 e_above_lowest_kcal_mol=54.6 lumo_energy_ev=0.154
C -1.052 -0.116 1.640 -3.3610 1.1202 1.3008 -0.234
C -0.112 -0.770 0.026 2.2624 -0.4682 -1.8333 0.520
C 0.739 -1.134 -1.068 -0.7436 4.1507 1.7781 -0.500
C 0.805 1.225 -1.267 -0.7194 0.5672 -2.2412 -0.029
C -0.455 0.534 0.370 -0.2419 0.0388 -1.7368 0.534
H -2.234 -0.301 1.908 2.7536 1.1570 -1.1374 0.195
H -0.598 0.243 2.579 0.2169 -0.5114 -0.4029 0.207
H 1.284 -1.996 -1.349 -0.3413 -1.1695 -0.0470 0.439
H 1.141 2.048 -1.925 0.0937 -0.5175 0.5765 0.354
N 1.183 0.007 -1.686 -0.2505 -0.4677 0.7709 -0.487
N -0.107 1.609 -0.356 0.3368 -1.3291 1.8357 -0.580
O -0.594 -1.349 1.127 -0.0056 -2.5705 1.1366 -0.419

13
Properties=species:S:1:pos:R:3:forces:R:3:mulliken_charge:R:1 method="wB97M-V/def2-TZVPD" gap_ha=0.2991 smiles="NC(=O)C1=CC=NC1=O" e_above_lowest_kcal_mol=28.5 lumo_energy_ev=-2.108
C -0.457 -0.678 -1.237 -0.4166 -0.0495 -3.8332 0.373
C -0.169 0.180 -0.100 -0.4632 0.3373 0.2095 0.340
C -1.007 1.095 0.412 0.4054 -0.6090 0.2759 -0.364
C -0.395 1.417 1.762 3.2073 -0.7084 -0.8801 -0.241
C 1.020 0.068 0.818 1.7043 -2.2202 0.9193 0.571
H 1.364 -1.532 -1.035 1.5456 -0.2598 1.0311 0.200
H 0.409 -2.281 -2.246 -0.1582 0.0825 -0.2468 0.206
H -1.940 1.451 -0.061 0.6531 -0.3462 0.6095 0.439
H -0.738 2.145 2.462 -0.4779 0.1493 0.4713 0.436
N 0.535 -1.580 -1.543 -2.1214 0.6614 -0.0182 -0.286
N 0.801 0.853 1.942 -3.3330 2.5264 0.7989 -0.542
O -1.434 -0.476 -1.991 1.3361 -0.6530 1.8992 -0.628
O 2.011 -0.662 0.815 -1.8814 1.0892 -1.2367 -0.504

13
Properties=species:S:1:pos:R:3:forces:R:3:mulliken_charge:R:1 method="wB97M-V/def2-TZVPD" gap_ha=0.2820 smiles="NC1=CC(=O)C=NC1=O" e_above_lowest_kcal_mol=26.3 lumo_energy_ev=-1.699
C -0.604 0.511 0.003 -0.5617 -0.1351 0.1919 0.491
C 0.659 0.973 -0.014 1.0592 -1.3231 -0.0238 -0.774
C 1.771 -0.029 -0.014 -2.1681 1.3546 0.3772 0.436
C 1.291 -1.475 0.152 0.4923 -1.1419 -1.1234 -0.023
C -0.935 -1.015 -0.054 -1.4152 2.7080 0.0501 0.629
H -1.804 2.202 -0.222 0.4218 -0.0024 0.1332 0.237
H -2.587 0.712 -0.005 0.3636 0.2280 0.0948 0.281
H 0.913 2.017 0.040 0.0539 0.2058 -0.0874 0.371
H 2.129 -2.230 0.205 -0.9218 0.7838 0.1418 0.358
N -1.737 1.261 0.131 -0.4391 -0.5033 -0.3579 -0.462
N 0.092 -1.925 0.003 1.4891 -0.6821 0.6285 -0.478
O 2.935 0.262 -0.110 0.3393 -0.5815 0.0264 -0.539
O -2.123 -1.264 -0.117 1.2867 -0.9108 -0.0513 -0.529

13
Properties=species:S:1:pos:R:3:forces:R:3:mulliken_charge:R:1 method="wB97M-V/def2-TZVPD" gap_ha=0.3251 e_above_lowest_kcal_mol=157.1 lumo_energy_ev=-0.669
C -1.859 -0.234 -0.014 0.0261 -0.1501 1.6084 -0.730
C 0.466 0.690 0.471 -0.5706 0.8829 1.3698 0.454
C 1.134 -0.432 -0.074 1.4485 -2.1749 -2.1569 0.553
C 1.923 -1.149 -0.663 -1.1687 1.9751 0.9041 0.169
C 2.892 -1.739 -1.439 -1.2507 -0.4662 0.9032 -0.323
H -3.030 0.373 -0.170 4.0039 -2.2417 0.2734 0.292
H -1.333 -0.826 -1.002 -2.0485 1.5849 3.0449 0.294
H -1.864 -0.979 1.164 -0.4416 1.9716 -4.1264 0.244
H -0.712 2.598 1.271 -1.8388 -2.7581 -0.8208 0.390
N -0.864 0.868 0.348 -0.4950 -2.4239 -1.8341 0.153
N 3.508 -2.494 -2.033 1.2118 -0.5075 -0.9301 -0.416
O -1.443 1.849 1.060 1.2582 3.4416 1.5537 -0.461
O 1.181 1.473 1.081 -0.1348 0.8662 0.2108 -0.622

16
Properties=species:S:1:pos:R:3:forces:R:3:mulliken_charge:R:1 method="wB97M-V/def2-TZVPD" gap_ha=0.2795 e_above_lowest_kcal_mol=52.0 lumo_energy_ev=-1.005
C -0.462 -2.325 -0.611 -1.9338 0.6332 1.0644 -0.410
C 0.669 -2.328 -1.508 -2.3369 -1.1840 2.2643 -0.043
C -0.949 -1.129 -0.261 0.1445 -0.2172 1.4100 0.239
C 0.945 -0.109 -1.535 0.1216 -2.4730 -0.1319 0.263
C -1.338 0.032 0.202 -1.9153 -1.1648 -0.3133 -0.320
N 1.308 -1.318 -1.808 2.3983 0.5835 -2.0257 -0.553
N 0.680 0.985 -1.633 1.3102 1.9143 0.0603 0.615
O -0.315 1.942 3.558 -0.4395 0.4454 0.3083 -0.377
O -0.152 3.485 1.605 0.1583 -0.1694 0.5254 -0.341
O 0.840 2.162 -1.557 -1.0202 3.0110 -0.0951 -0.680
O 1.531 1.669 1.987 -1.7053 1.5728 0.4744 -0.366
S 0.352 2.422 2.404 2.0653 -1.7612 -1.2878 1.071
H -0.895 -3.250 -0.102 0.9015 1.3064 -0.9078 0.290
H 1.064 -3.260 -1.648 1.2623 -2.2860 -1.0563 0.425
H -0.937 0.652 0.981 0.7048 -0.3596 0.1562 -0.070
H -2.340 0.368 -0.075 0.2842 0.1485 -0.4454 0.258